49
Properties=species:S:1:pos:R:3:mulliken_charge:R:1 method="wB97M-V/def2-TZVPD" e_tot_ha=-5175.81873 charge=-2 lumo_ev="4.2 / 3.3" multiplicity=8 e_homo_ev="-1.403 / -1.371" de_lowest_kj_mol=85.1
Gd 0.018 -0.605 0.745 0.159
S 2.571 -0.085 4.923 -0.779
Sb 0.382 0.167 4.276 0.356
S 0.493 1.517 2.241 -0.472
S -0.074 -2.080 3.129 -0.354
F -6.568 -1.068 -0.649 -0.291
C -5.628 -1.723 0.095 0.625
F -6.348 -2.325 1.085 -0.282
F -5.164 -2.697 -0.678 -0.228
C -4.617 -0.765 0.652 -0.206
C -5.149 0.385 1.212 -0.385
C -4.327 1.345 1.775 -1.175
C -2.964 1.096 1.750 -0.008
N -2.443 -0.005 1.236 0.183
C -3.214 -0.974 0.672 0.824
S -2.348 -2.310 0.042 -0.433
H -6.223 0.526 1.196 0.382
H -4.719 2.252 2.210 0.377
H -2.237 1.792 2.158 0.434
C 2.127 2.217 -5.267 -1.275
C 1.159 1.856 -4.160 -0.186
O 1.889 1.194 -3.134 -0.276
P 1.369 1.324 -1.593 0.824
S 2.611 0.258 -0.526 -0.344
S -0.588 0.974 -1.547 -0.535
O 1.506 2.915 -1.331 -0.436
C 2.793 3.487 -1.065 -0.437
C 2.910 3.845 0.401 -0.864
H 1.599 2.699 -6.091 0.385
H 2.621 1.323 -5.646 0.284
H 2.893 2.897 -4.896 0.285
H 0.377 1.182 -4.520 0.294
H 0.670 2.750 -3.763 0.360
H 2.865 4.372 -1.705 0.306
H 3.581 2.786 -1.355 0.398
H 2.172 4.596 0.678 0.272
H 3.908 4.236 0.608 0.359
H 2.743 2.962 1.018 0.064
I 0.857 -3.056 -1.820 0.021
C 1.374 -3.470 0.208 0.230
C 1.520 -4.767 0.598 -0.794
C 1.962 -4.938 1.955 -0.084
C 2.083 -3.892 2.790 -1.070
C 1.676 -2.538 2.354 0.423
N 1.554 -2.377 0.929 -0.361
H 1.374 -5.591 -0.079 0.390
H 2.229 -5.933 2.295 0.314
H 2.427 -4.001 3.807 0.401
H 2.298 -1.753 2.790 0.327



17
Properties=species:S:1:pos:R:3:nbo_charge:R:1 method="wB97M-V/def2-TZVPD" e_tot_ha=-342.46422 charge=+1 lumo_ev=-3.7 e_homo_ev=-12.056 de_lowest_kj_mol=326.1
C 0.294 -0.405 -1.208 -0.306
C -0.550 -1.427 -0.986 0.091
N -1.691 -1.597 -1.794 -0.745
N 0.553 0.739 -0.201 -0.690
H 0.781 -0.353 -2.181 0.245
H -0.333 -2.256 -0.208 0.198
H -2.247 -2.360 -1.431 0.402
H -2.213 -0.745 -2.015 0.413
H -0.311 1.002 0.177 0.455
H 1.058 0.500 0.638 0.453
H 0.947 1.487 -0.749 0.442
H 2.433 -1.479 1.674 0.492
H 3.084 -0.169 2.209 0.498
O 2.193 -0.564 1.960 -0.974
H -0.928 2.636 2.014 0.500
H -1.989 2.649 1.017 0.497
O -1.080 2.341 1.084 -0.971



12
Properties=species:S:1:pos:R:3:nbo_charge:R:1 method="wB97M-V/def2-TZVPD" e_tot_ha=-666.43869 lumo_ev=0.7 e_homo_ev=-9.699 de_lowest_kj_mol=407.8
C 1.251 0.801 -0.400 -0.241
C 0.617 -0.826 0.726 -0.157
C -2.126 -0.133 -0.228 0.262
H 2.074 1.415 -0.926 0.186
H 0.963 1.333 0.487 0.165
H 0.530 0.709 -1.247 0.165
H 0.893 -1.553 1.278 0.193
H 0.317 -0.109 1.433 0.185
H -2.849 -0.818 -1.093 0.115
O 1.471 -0.392 -0.119 -0.495
O -2.327 0.914 0.356 -0.539
S -0.814 -1.342 -0.267 0.160



43
Properties=species:S:1:pos:R:3:nbo_charge:R:1 method="wB97M-V/def2-TZVPD" e_tot_ha=-662.48606 lumo_ev=0.8 e_homo_ev=-9.504
O 0.688 0.081 2.321 -0.580
O -2.768 -0.051 -0.037 -0.569
C 0.421 0.163 3.722 -0.260
C -4.120 -0.218 0.426 -0.252
C 2.645 -2.920 -0.078 -0.603
C 3.207 -1.948 -2.163 -0.588
C -1.129 1.346 -2.258 -0.609
C -1.307 3.081 -0.490 -0.609
C 0.540 1.252 1.450 -0.069
C -1.855 0.456 0.958 -0.058
C 1.517 -0.743 -0.884 -0.401
C 0.098 -0.648 -0.353 -0.398
C 2.090 -2.159 -1.212 -0.227
C -0.503 1.818 -0.829 -0.225
C -0.376 0.723 0.298 -0.047
H 0.806 -0.643 4.349 0.196
H -0.697 -0.019 3.711 0.166
H 0.702 1.070 4.344 0.176
H -4.028 -0.887 1.333 0.172
H -4.654 -0.711 -0.395 0.198
H -4.697 0.731 0.656 0.170
H 3.436 -2.351 0.419 0.196
H 3.176 -3.851 -0.424 0.207
H 2.000 -3.080 0.739 0.213
H 3.772 -2.916 -2.256 0.198
H 3.840 -1.186 -1.807 0.200
H 2.929 -1.666 -3.191 0.206
H -2.175 1.104 -2.125 0.221
H -1.129 2.246 -3.003 0.201
H -0.515 0.484 -2.672 0.206
H -1.306 3.778 -1.464 0.210
H -0.810 3.614 0.317 0.200
H -2.343 2.901 -0.202 0.205
H 1.589 1.475 1.083 0.192
H 0.166 2.107 2.016 0.192
H -1.819 -0.315 1.841 0.174
H -2.285 1.364 1.394 0.168
H 1.505 -0.079 -1.813 0.197
H 2.111 -0.243 -0.096 0.203
H -0.573 -0.988 -1.161 0.219
H -0.039 -1.431 0.381 0.213
H 1.379 -2.948 -1.737 0.194
H 0.511 2.206 -1.111 0.202



20
Properties=species:S:1:pos:R:3:nbo_charge:R:1 method="wB97M-V/def2-TZVPD" e_tot_ha=-1407.52979 lumo_ev="0.0 / -1.6" e_homo_ev="-8.380 / -9.154" de_lowest_kj_mol=490.1
C 0.950 0.156 -0.619 -0.619
C -1.514 0.451 -0.938 -0.637
C 0.073 2.499 -0.917 -0.600
C 1.265 -3.915 1.311 -0.466
C -0.225 1.065 -0.329 -0.465
Si -0.417 1.096 1.575 1.220
Cl -2.409 1.516 2.137 -0.420
Cl -0.289 -0.879 2.283 -0.419
H 0.811 -0.148 -1.729 0.209
H 1.800 0.641 -0.436 0.202
H 1.037 -0.762 -0.030 0.226
H -1.369 -0.675 -1.086 0.224
H -1.644 0.823 -1.954 0.215
H -2.382 0.797 -0.336 0.231
H -0.588 3.172 -0.522 0.210
H 1.130 2.796 -0.614 0.207
H 0.067 2.462 -2.028 0.215
H 0.282 -3.853 1.726 0.157
H 1.352 -3.206 0.526 0.150
H 2.070 -4.036 1.980 0.159



13
Properties=species:S:1:pos:R:3:nbo_charge:R:1 method="wB97M-V/def2-TZVPD" e_tot_ha=-270.07847 lumo_ev="-0.2 / -0.2" e_homo_ev="-8.098 / -8.094" de_lowest_kj_mol=413.9
C -0.653 1.305 -0.356 -0.256
C 0.688 1.488 -0.117 0.015
C -1.259 0.072 0.296 -0.486
C 1.619 0.614 0.390 -0.244
C -0.273 -1.102 0.276 -0.248
C 0.715 -1.173 -0.922 -0.127
C 1.226 -0.647 0.137 -0.038
H -1.173 2.072 -0.972 0.227
H -1.635 0.335 1.344 0.240
H -2.204 -0.167 -0.299 0.237
H 2.357 0.765 1.128 0.221
H -0.294 -1.926 0.988 0.222
H 0.888 -1.636 -1.893 0.238



24
Properties=species:S:1:pos:R:3:nbo_charge:R:1 method="wB97M-V/def2-TZVPD" e_tot_ha=-3547.08073 charge=+1 lumo_ev=-3.5 e_homo_ev=-12.530 de_lowest_kj_mol=71.9
C -1.133 2.184 0.187 -0.147
C -2.187 2.137 -0.702 -0.196
C -1.921 -0.180 -0.903 -0.245
C -0.501 1.062 0.688 -0.069
C -0.967 -0.138 0.113 0.135
C -2.517 0.999 -1.330 -0.027
C 0.657 1.122 1.656 -0.253
C 1.498 0.107 1.747 -0.076
C 1.279 -1.184 0.724 0.063
N -0.221 -1.390 0.586 -0.555
N 1.947 -0.943 -0.437 -0.497
N 2.278 -2.011 -1.296 -0.653
Cl -3.819 0.756 -2.403 0.081
Br 2.932 0.017 2.942 0.178
H -1.038 3.089 0.669 0.230
H -2.586 3.118 -1.043 0.253
H -2.318 -1.007 -1.389 0.248
H 0.739 1.861 2.373 0.249
H 1.814 -2.040 1.212 0.260
H -0.546 -1.798 1.538 0.457
H 1.994 0.148 -0.816 0.392
H -0.428 -2.047 -0.164 0.447
H 3.260 -2.055 -1.640 0.380
H 1.785 -1.806 -2.312 0.346



66
Properties=species:S:1:pos:R:3:mulliken_charge:R:1 method="wB97M-V/def2-TZVPD" e_tot_ha=-2845.57852 lumo_ev=-1.1 e_homo_ev=-7.469 de_lowest_kj_mol=78.0
La 0.791 -0.801 -1.979 1.193
I 4.706 -0.091 -1.818 0.098
C 4.153 1.880 -2.776 -0.896
I 2.091 1.758 -3.666 0.104
H 4.889 2.013 -3.565 0.427
H 4.116 2.660 -2.020 0.395
O -1.450 1.698 -4.794 -0.641
C -1.845 0.610 -4.370 -0.010
C -2.846 -0.303 -5.056 -0.354
C -2.823 -1.543 -4.163 -0.511
C -1.702 -1.323 -3.224 0.848
O -1.282 -2.230 -2.421 -0.722
N -1.140 -0.090 -3.314 0.040
H -2.595 -0.443 -6.165 0.244
H -3.796 0.182 -5.098 0.278
H -2.593 -2.515 -4.644 0.264
H -3.773 -1.667 -3.660 0.232
C 0.913 1.903 3.772 -1.880
C 1.189 1.728 2.288 2.290
C 2.542 0.959 2.058 -1.755
C 1.306 3.046 1.609 -2.051
P -0.182 0.712 1.418 1.017
N 0.337 0.125 0.124 -0.774
C -1.655 1.835 0.848 2.058
C -2.796 0.860 0.383 -1.896
C -2.175 2.626 2.044 -1.932
C -1.323 2.862 -0.257 -1.506
C -0.674 -0.705 2.534 1.974
C 0.581 -1.454 3.022 -2.010
C -1.473 -1.717 1.684 -1.817
C -1.581 -0.325 3.713 -1.779
H 1.577 2.699 4.091 0.551
H 1.089 1.002 4.368 0.238
H -0.145 2.175 3.958 0.296
H 3.354 1.566 2.354 0.577
H 2.687 0.722 1.012 0.234
H 2.627 0.023 2.637 0.306
H 2.166 3.559 2.008 0.683
H 0.476 3.784 1.794 0.298
H 1.493 3.094 0.501 0.212
H -3.297 0.482 1.264 0.383
H -2.477 -0.002 -0.259 0.050
H -3.570 1.468 -0.119 0.549
H -2.934 2.107 2.619 0.357
H -2.756 3.487 1.651 0.542
H -1.369 3.082 2.588 0.303
H -1.124 2.362 -1.161 0.077
H -0.422 3.449 -0.034 0.226
H -2.138 3.604 -0.408 0.545
H 1.215 -1.688 2.166 0.234
H 0.255 -2.339 3.560 0.573
H 1.110 -0.857 3.742 0.349
H -0.959 -2.127 0.837 0.203
H -2.431 -1.332 1.247 0.302
H -1.764 -2.591 2.270 0.539
H -0.923 -0.024 4.493 0.415
H -2.004 -1.256 4.077 0.529
H -2.394 0.375 3.585 0.137
C 3.176 -5.929 -1.942 -0.718
O 3.294 -4.746 -2.733 -0.319
C 2.563 -3.674 -2.489 0.378
S 2.243 -3.212 -0.862 -0.463
S 1.970 -2.823 -3.813 -0.407
H 3.596 -5.764 -0.977 0.352
H 3.800 -6.627 -2.535 0.238
H 2.111 -6.299 -2.001 0.302